Entry 1:
# C29H77BCl2N5O15P2

9 unconnected molecules or ions with the total composition C29H77BCl2N5O15P2 in a non-equilibrium geometry (wB97M-V/def2-TZVPD, OMol25).

ORCA input file:
```
! RIJCOSX wB97M-V def2-TZVPD def2/J DEFGRID3
* xyz 1 1
C -0.1390 0.7587 5.7402
C -1.4462 1.4093 6.1961
O -1.7147 2.6423 5.4879
P -2.6676 2.7045 4.2265
O -3.1654 4.0767 4.0249
C -1.6486 2.2219 2.8009
C -2.4612 2.2024 1.5028
N -1.6317 2.2388 0.2940
C -1.3002 3.2120 -0.5817
N -1.6726 4.5164 -0.5641
P -2.5985 5.3530 0.5660
O -4.0126 4.9590 0.5496
O -1.7698 5.0782 1.8616
O -2.4001 6.8687 0.1661
N -0.5341 2.7338 -1.5678
C -0.3748 1.4385 -1.3169
B 0.4878 0.5925 -2.3805
O -0.1135 -0.4701 -2.9566
N 1.8308 0.9883 -2.7436
C 1.8392 1.9140 -3.9035
C 2.5843 1.6087 -1.6462
N -1.0137 1.1029 -0.1896
C -1.0722 -0.2123 0.4331
Cl -2.0152 -1.3101 -0.5928
C 0.3531 -0.7212 0.7912
C 0.7159 -2.0917 0.2741
Cl 0.5410 -0.6572 2.5708
O -3.8539 1.6722 4.4102
C -3.7948 0.2939 3.9570
C -4.5681 -0.5618 4.9333
H -0.3136 -0.2194 5.2913
H 0.5363 0.6259 6.5812
H 0.3461 1.3954 5.0017
H -2.2982 0.7368 6.1374
H -1.3619 1.7079 7.2376
H -1.1566 1.2643 2.9759
H -0.8634 2.9740 2.7761
H -3.0349 1.2764 1.4643
H -3.2062 2.9942 1.4658
H -1.3460 5.0416 -1.3649
H -2.2415 5.3670 2.6798
H -3.2544 7.2264 -0.1242
H 0.4180 -0.7757 -3.7052
H 1.3391 1.4529 -4.7553
H 1.3508 2.8665 -3.6789
H 2.8701 2.1077 -4.1911
H 2.1633 2.5700 -1.3267
H 2.6913 0.9267 -0.8050
H 3.5944 1.8179 -2.0010
H -1.6474 -0.1592 1.3488
H 1.0640 -0.0060 0.3834
H 0.0217 -2.8653 0.5955
H 0.8081 -2.0611 -0.8093
H 1.6920 -2.3546 0.6765
H -2.7609 -0.0513 3.8860
H -4.2832 0.2674 2.9821
H -4.1918 -0.4124 5.9437
H -4.4983 -1.6145 4.6693
H -5.6132 -0.2574 4.9497
C 5.6858 -1.0111 -2.1373
C 4.7459 -2.0721 -1.5977
O 3.3966 -1.5968 -1.5400
H 5.6500 -0.1162 -1.5138
H 6.7131 -1.3757 -2.1649
H 5.3986 -0.7188 -3.1510
H 5.0246 -2.3476 -0.5816
H 4.7844 -2.9747 -2.2121
H 3.1301 -1.3586 -2.4359
C 8.2274 -4.8773 -1.1579
C 6.9720 -5.3354 -0.4395
O 5.9024 -5.5510 -1.3573
H 8.0365 -3.9563 -1.7108
H 9.0461 -4.7020 -0.4587
H 8.5443 -5.6322 -1.8814
H 6.6352 -4.5785 0.2684
H 7.1666 -6.2604 0.1127
H 6.1916 -6.2250 -1.9835
C 9.5266 -7.1123 -5.2954
C 8.5659 -8.1564 -4.7568
O 7.2300 -7.6519 -4.7165
H 9.4914 -6.2148 -4.6765
H 10.5508 -7.4862 -5.3141
H 9.2502 -6.8220 -6.3117
H 8.8301 -8.4322 -3.7370
H 8.5978 -9.0601 -5.3730
H 6.9862 -7.4156 -5.6168
C 5.9256 0.8732 -7.0739
C 4.6502 1.6735 -7.2371
O 4.3245 2.4104 -6.0523
H 5.8359 0.1799 -6.2355
H 6.1415 0.3101 -7.9806
H 6.7727 1.5322 -6.8677
H 3.8044 1.0161 -7.4285
H 4.7378 2.3617 -8.0816
H 5.0540 3.0128 -5.8744
C -7.8980 -1.4672 8.0495
C -7.1227 -2.3156 7.0618
O -5.7259 -2.3455 7.3632
H -7.5113 -0.4463 8.0534
H -8.9579 -1.4394 7.7912
H -7.8039 -1.8562 9.0635
H -7.2016 -1.9146 6.0510
H -7.5147 -3.3379 7.0496
H -5.6290 -2.7118 8.2480
C 2.2241 0.1325 -10.8767
C 3.6579 0.5551 -11.1310
O 4.5314 0.1556 -10.0758
H 1.8653 0.5536 -9.9366
H 1.5691 0.4670 -11.6817
H 2.1482 -0.9552 -10.8054
H 3.7349 1.6401 -11.1868
H 4.0139 0.1417 -12.0796
H 4.4989 -0.8047 -10.0148
C -9.2835 -0.2350 12.9399
C -9.5859 -0.9857 11.6580
O -8.4480 -1.6950 11.1687
H -8.4642 0.4673 12.7846
H -10.1582 0.3178 13.2839
H -8.9841 -0.9259 13.7314
H -9.8691 -0.2945 10.8651
H -10.4147 -1.6835 11.8134
H -8.1810 -2.3259 11.8451
C -6.9274 6.2597 -2.1163
C -6.0773 5.5687 -3.1640
O -4.6837 5.6562 -2.8629
H -6.6458 7.3101 -2.0327
H -7.9859 6.2027 -2.3716
H -6.7848 5.7961 -1.1372
H -6.2032 6.0392 -4.1378
H -6.3668 4.5169 -3.2557
H -4.5493 5.2264 -2.0111
*
```

Properties
Gap between HOMO and LUMO: 8.862 eV
Strongest force on any atom: 1.3 eV/A


Entry 2:
# C29H77FeO10

A molecular structure, C29H77FeO10 in a non-equilibrium geometry (wB97M-V/def2-TZVPD, OMol25).

ORCA input file:
```
! RIJCOSX wB97M-V def2-TZVPD def2/J DEFGRID3
* xyz 2 6
Fe 22.9730 -4.9660 21.2460
C 25.6050 -8.4378 20.5190
C 24.3047 -7.8012 20.0499
O 23.8922 -6.7099 20.6985
H 25.8489 -9.3606 19.9941
H 25.6260 -8.5360 21.6027
H 26.4204 -7.7841 20.1832
H 23.5008 -8.5787 20.0325
H 24.3210 -7.8114 18.9377
C 28.1689 -11.2268 22.6902
C 28.6307 -9.7708 22.4898
C 28.3033 -8.9574 23.7427
O 30.0422 -9.7214 22.4901
H 28.5241 -11.7715 21.8080
H 27.0865 -11.3233 22.7311
H 28.6934 -11.6664 23.5354
H 28.1439 -9.3079 21.6232
H 27.2219 -9.0285 23.9374
H 28.5029 -7.8913 23.6129
H 28.7815 -9.3278 24.6456
H 30.4803 -10.3689 21.9258
C 20.6689 -9.5015 20.3707
C 21.1160 -9.3859 18.9323
C 20.3513 -10.3763 18.0562
O 20.6855 -8.0587 18.5098
H 21.0435 -8.6807 20.9913
H 20.9487 -10.4462 20.8332
H 19.5805 -9.3996 20.3704
H 22.2015 -9.5412 18.9598
H 19.2830 -10.1668 18.0193
H 20.4103 -11.3694 18.5099
H 20.7369 -10.4066 17.0371
H 20.9063 -7.9695 17.5728
C 24.4227 -3.9848 17.0798
C 24.9039 -4.1800 18.5206
C 25.8466 -3.0745 18.9627
O 23.7158 -4.0727 19.3658
H 25.1962 -4.2406 16.3509
H 24.0899 -2.9889 16.7848
H 23.6262 -4.7035 16.8721
H 25.2837 -5.1938 18.6254
H 26.7576 -2.9477 18.3831
H 26.1228 -3.1600 20.0167
H 25.2958 -2.1278 18.9517
H 23.3079 -3.2227 19.1450
C 23.8468 -8.9952 24.1414
C 24.2334 -10.4733 24.0381
C 24.4843 -11.1216 25.3966
O 23.0982 -11.1342 23.4221
H 22.9408 -8.8321 24.7225
H 23.7214 -8.6254 23.1116
H 24.6564 -8.3589 24.5120
H 25.1025 -10.6305 23.3908
H 25.4372 -10.7178 25.7506
H 24.5591 -12.2024 25.3069
H 23.7042 -10.8574 26.1090
H 22.5229 -10.4170 23.1481
C 19.5474 -4.5950 18.7383
C 20.0460 -5.0787 20.0967
C 19.1146 -6.0782 20.7780
O 21.4189 -5.5535 20.0130
H 18.5224 -4.2464 18.8393
H 19.5379 -5.3916 17.9907
H 20.2240 -3.8340 18.3493
H 20.0162 -4.2385 20.8023
H 19.6734 -6.5556 21.5846
H 18.7990 -6.8168 20.0408
H 18.2393 -5.5692 21.1724
H 21.4186 -6.4097 19.5278
C 22.7985 -13.5308 19.9379
C 24.1920 -13.3611 20.5709
C 24.8082 -11.9937 20.2914
O 24.0930 -13.5608 21.9501
H 22.0318 -12.9178 20.4173
H 22.5701 -14.5949 19.9659
H 22.7272 -13.2332 18.8844
H 24.9077 -14.0984 20.1956
H 25.7167 -11.8650 20.8945
H 24.1834 -11.1453 20.6065
H 25.1916 -11.7940 19.2853
H 23.5553 -12.8480 22.3172
C 27.0077 -9.2256 16.2344
C 28.4469 -9.5537 15.8776
C 28.8682 -11.0275 15.8371
O 28.7441 -9.0520 14.5665
H 26.3233 -9.9680 15.8142
H 26.6741 -8.2305 15.9464
H 26.8860 -9.3178 17.3228
H 29.1329 -9.0232 16.5421
H 28.2531 -11.6841 15.2106
H 28.6149 -11.4266 16.8299
H 29.8929 -11.1667 15.5123
H 28.4674 -9.6551 13.8735
C 26.8687 -5.1007 22.5089
C 25.4877 -4.9897 23.0918
C 25.4822 -4.3426 24.4671
O 24.6412 -4.1431 22.2260
H 26.7787 -5.5165 21.4953
H 27.4729 -5.8801 22.9724
H 27.3699 -4.1368 22.4238
H 25.0358 -5.9788 23.1950
H 26.0285 -4.9639 25.1795
H 24.5056 -4.1041 24.8892
H 26.0239 -3.3892 24.4797
H 25.0820 -3.2807 22.1878
C 29.8670 -7.0535 20.1932
C 29.2996 -6.7712 18.8242
C 28.6601 -5.3962 18.6643
O 30.3837 -6.8891 17.9088
H 30.7861 -6.5532 20.5121
H 30.1030 -8.1152 20.2449
H 29.2178 -6.6976 21.0018
H 28.5555 -7.5406 18.5694
H 27.7844 -5.2765 19.3207
H 28.1750 -5.1655 17.7096
H 29.3932 -4.6251 18.9011
H 30.0617 -6.6333 17.0359
*
```

Properties
Gap between HOMO and LUMO (alpha / beta): 6.779 / 4.177 eV
Expectation value of S²: 8.76
ΔE to the lowest compared entry with this formula, charge and spin: 49.51 kcal/mol
Strongest force on any atom: 2.3 eV/A


Entry 3:
# C29H77N8O9

5 unconnected molecules or ions with the total composition C29H77N8O9 (wB97M-V/def2-TZVPD, OMol25).

ORCA input file:
```
! RIJCOSX wB97M-V def2-TZVPD def2/J DEFGRID3
* xyz 1 1
C 1.2308 -0.0851 9.0208
N 1.0564 0.0162 7.5760
C -0.1928 0.5415 7.1958
N -0.6269 0.1201 5.7921
N -1.5866 1.0683 5.2527
C -1.3058 -1.2358 5.6972
C -0.4166 -2.4412 5.8506
O 0.0103 -2.5181 7.1972
C 0.6994 -2.5327 4.8168
N 1.6638 -1.4455 4.8379
H 0.6710 -0.9452 9.3841
H 2.2826 -0.2297 9.2390
H 0.8916 0.7981 9.5684
H 1.8264 0.4977 7.1328
H -0.9695 0.1626 7.8589
H -0.2509 1.6349 7.1812
H 0.1830 0.1407 5.1708
H -1.1223 1.9667 5.1589
H -2.3161 1.1690 5.9568
H -1.8470 -1.2477 4.7569
H -2.0306 -1.2179 6.5069
H -1.0650 -3.2946 5.6239
H 0.0043 -3.4347 7.4786
H 1.1926 -3.4852 5.0075
H 0.2314 -2.6293 3.8322
H 2.6211 -1.7572 4.7914
H 1.5314 -0.7997 4.0718
C 3.0167 1.8221 3.6835
O 2.8476 0.7250 2.8097
C 1.6844 0.7770 1.9939
C 1.9954 1.0280 0.5382
N 2.4772 2.3826 0.3398
C 2.9304 2.6790 -1.0178
C 4.1206 1.9028 -1.5580
O 5.3471 2.2008 -0.9226
C 5.6320 1.4657 0.2461
H 3.8423 1.5796 4.3491
H 3.2508 2.7496 3.1544
H 2.1138 1.9934 4.2866
H 0.9953 1.5445 2.3684
H 1.1902 -0.2013 2.0701
H 1.0745 0.8950 -0.0381
H 2.7041 0.2549 0.2089
H 3.2351 2.5669 0.9851
H 3.1794 3.7414 -1.0547
H 2.0877 2.5234 -1.6988
H 4.2478 2.1973 -2.6020
H 3.9433 0.8200 -1.5582
H 5.2224 0.4519 0.1916
H 5.2499 1.9529 1.1509
H 6.7157 1.3991 0.3354
C -3.2936 0.2297 -3.9766
O -2.6464 -0.1634 -5.1657
C -2.4940 0.8710 -6.1309
C -1.0407 1.2343 -6.3158
N -0.5011 1.8746 -5.1254
C 0.9380 2.0997 -5.1523
C 1.8520 0.8861 -5.2308
O 1.8491 0.0695 -4.0732
C 0.8240 -0.9032 -4.0127
H -3.4766 -0.6742 -3.3980
H -2.6863 0.9172 -3.3751
H -4.2538 0.7120 -4.1850
H -3.0747 1.7504 -5.8370
H -2.8891 0.5024 -7.0810
H -0.9570 1.9281 -7.1574
H -0.5034 0.3156 -6.5924
H -0.7370 1.3154 -4.3153
H 1.2043 2.6583 -4.2507
H 1.1658 2.7474 -6.0047
H 2.8763 1.2554 -5.3297
H 1.6515 0.2733 -6.1181
H 0.5544 -1.2644 -5.0090
H -0.0801 -0.5283 -3.5224
H 1.2042 -1.7415 -3.4282
C -9.5800 1.3244 5.9619
O -9.1458 0.3441 6.8837
C -8.7875 -0.9022 6.3075
C -7.3088 -1.1615 6.4735
N -6.5215 -0.2306 5.6760
C -5.0922 -0.2714 5.9169
C -4.5867 0.1127 7.3020
O -4.7331 1.4782 7.6115
C -5.9874 1.8626 8.1611
H -9.9589 2.1626 6.5424
H -8.7696 1.6810 5.3150
H -10.3859 0.9444 5.3279
H -9.0678 -0.9305 5.2506
H -9.3406 -1.6880 6.8285
H -7.0875 -2.1821 6.1467
H -7.0863 -1.1008 7.5485
H -6.8627 0.7095 5.8331
H -4.6216 0.4092 5.1989
H -4.7355 -1.2810 5.6764
H -3.5026 -0.0584 7.3203
H -5.0057 -0.5161 8.0962
H -6.4157 1.0598 8.7652
H -6.7050 2.1459 7.3884
H -5.8085 2.7275 8.7969
C 4.2422 -1.6190 -6.6703
O 3.9307 -2.6763 -7.5519
C 2.6684 -2.5588 -8.1938
C 2.8142 -2.2592 -9.6666
N 3.3437 -0.9216 -9.8798
C 3.6697 -0.5997 -11.2642
C 4.7565 -1.4116 -11.9543
O 6.0514 -1.2066 -11.4280
C 6.4031 -2.0165 -10.3252
H 5.1301 -1.9100 -6.1122
H 4.4532 -0.6830 -7.2007
H 3.4248 -1.4421 -5.9631
H 2.0704 -1.7790 -7.7089
H 2.1460 -3.5121 -8.0745
H 1.8261 -2.3224 -10.1334
H 3.4383 -3.0498 -10.1070
H 4.1708 -0.7995 -9.3094
H 3.9723 0.4494 -11.2965
H 2.7537 -0.6848 -11.8584
H 4.7995 -1.0805 -12.9946
H 4.5243 -2.4842 -11.9679
H 5.9333 -3.0025 -10.3864
H 6.1334 -1.5597 -9.3675
H 7.4852 -2.1428 -10.3458
*
```

Properties
Gap between HOMO and LUMO: 7.363 eV
Strongest force on any atom: 0.8 eV/A


Entry 4:
# C29H82O12

12 unconnected molecules or ions with the total composition C29H82O12 in a non-equilibrium geometry (wB97M-V/def2-TZVPD, OMol25).

ORCA input file:
```
! RIJCOSX wB97M-V def2-TZVPD def2/J DEFGRID3
* xyz -1 2
C -0.8968 1.6605 4.8683
C -1.1543 2.2268 6.2375
O -2.1261 3.2335 6.0504
H -1.8541 1.2955 4.4963
H -0.2882 0.7570 4.8321
H -0.3012 2.3412 4.2602
H -0.3153 2.5644 6.8461
H -1.6246 1.4493 6.8395
H -2.9574 2.8116 5.8213
C 3.5389 0.1485 3.5538
C 4.7391 1.0665 3.7972
O 4.6575 1.4733 5.1403
H 2.7352 0.8848 3.5557
H 3.3078 -0.6320 4.2787
H 3.4961 -0.4219 2.6259
H 4.9097 1.9784 3.2249
H 5.6436 0.4606 3.7448
H 5.0951 2.3226 5.2347
C -4.9931 -0.8071 -1.3575
C -3.8640 -0.1825 -2.1824
O -4.1253 -0.1500 -3.5507
H -5.1876 -1.7691 -1.8316
H -5.7739 -0.0829 -1.5900
H -4.8940 -0.8899 -0.2751
H -2.9207 -0.6634 -1.9237
H -3.7792 0.8437 -1.8251
H -4.9751 0.2142 -3.8090
C -0.3300 -3.5081 4.5660
C -0.7637 -2.0678 4.5394
O -0.7704 -1.6349 5.8803
H 0.7271 -3.5241 4.8312
H -0.2274 -4.0992 3.6559
H -0.8043 -4.1499 5.3085
H -1.7107 -2.0068 4.0033
H -0.0321 -1.5389 3.9286
H -1.5946 -1.2826 6.2241
C -2.1028 -3.6364 -4.1111
C -0.8482 -2.7957 -3.9906
O -0.2544 -2.8070 -2.7454
H -2.1577 -4.4692 -3.4101
H -2.1268 -3.9806 -5.1451
H -3.0873 -3.1734 -4.0434
H -1.0221 -1.7356 -4.1751
H -0.1416 -3.1311 -4.7497
H -0.5461 -3.5527 -2.2158
C 3.3806 -5.2800 0.4249
C 2.6333 -3.9352 0.3528
O 1.3511 -4.3597 0.7074
H 4.4008 -5.1013 0.7647
H 3.4419 -5.6940 -0.5815
H 3.0065 -6.0603 1.0878
H 2.6796 -3.4657 -0.6298
H 2.9608 -3.0993 0.9709
H 0.7641 -3.6005 0.7312
C -0.0128 4.5413 0.2638
C 1.4487 4.2898 0.3607
O 1.9540 5.6167 0.7554
H -0.4619 4.7936 1.2243
H -0.5923 3.7524 -0.2158
H -0.1995 5.3514 -0.4413
H 2.0150 3.9867 -0.5199
H 1.5562 3.5303 1.1352
H 2.8001 5.4032 1.1555
C 3.0180 0.6958 -4.4576
C 1.5520 1.2468 -4.4522
C 1.3003 2.5720 -3.6664
O 1.2870 1.5157 -5.7880
H 3.6297 1.5974 -4.4250
H 3.2211 0.0910 -5.3414
H 3.0613 0.0916 -3.5514
H 0.7991 0.5132 -4.1640
H 0.2211 2.7235 -3.6830
H 1.7286 3.4757 -4.1000
H 1.5254 2.5820 -2.5999
H 0.4763 2.0296 -5.8022
C 5.4067 1.6602 -1.6028
C 4.3330 1.2561 -0.6260
C 3.9941 -0.3017 -0.6698
O 4.8412 1.5468 0.6575
H 6.4484 1.3445 -1.5458
H 5.4648 2.7439 -1.7043
H 5.1117 1.3096 -2.5919
H 3.4654 1.8942 -0.7934
H 3.5227 -0.7017 0.2279
H 4.9518 -0.7773 -0.8809
H 3.4254 -0.5474 -1.5666
H 5.2167 2.4205 0.7888
C 0.1929 0.5838 1.4406
C -0.3692 -0.0444 0.1607
C -0.0564 0.7613 -1.0818
O 0.1923 -1.3570 0.1520
H -0.1897 0.0115 2.2856
H 0.1384 1.6568 1.6245
H 1.2749 0.4739 1.5134
H -1.4483 -0.1821 0.2294
H -0.6146 1.6976 -1.0889
H -0.4100 0.2014 -1.9476
H 1.0325 0.8099 -1.0765
H 0.0399 -1.7822 -0.6951
C -4.4608 3.7648 -3.2862
C -3.2399 3.6274 -2.4170
C -3.5269 3.3472 -0.9159
O -2.5014 2.6474 -3.0160
H -5.0219 4.6866 -3.1328
H -5.1050 2.8923 -3.1770
H -4.2599 3.7812 -4.3574
H -2.5883 4.4929 -2.2973
H -4.2968 2.5783 -0.8511
H -3.8129 4.2218 -0.3315
H -2.5733 2.9519 -0.5659
H -3.0643 1.9048 -3.2468
C -3.9513 -4.0853 -0.1737
C -2.5647 -3.3145 -0.0541
C -2.3620 -3.1500 1.4870
O -1.6042 -4.1859 -0.3864
H -4.1076 -4.9724 0.4402
H -4.0680 -4.4658 -1.1884
H -4.7971 -3.4161 -0.0161
H -2.5354 -2.3775 -0.6103
H -1.5105 -2.5611 1.8278
H -2.3633 -4.1259 1.9726
H -3.1915 -2.7491 2.0696
H -1.7028 -5.0143 0.0886
*
```

Properties
Gap between HOMO and LUMO (alpha / beta): 1.296 / 9.296 eV
Expectation value of S²: 0.75
Strongest force on any atom: 5.5 eV/A